Computed, not measured: a cluster of 3 separate species, C55H66BBrN2O10P in total, with ωB97M-V/def2-TZVPD.

Results
LUMO level (eV): -3.9
Energy relative to the best compared isomer or geometry (same formula, charge and spin) (kcal per mole): 414.9

```
! wB97M-V def2-TZVPD RIJCOSX def2/J DEFGRID3
* xyz 1 1
H 0.4488 -5.0077 6.5628
H -0.3845 -2.5281 -4.6088
H 1.2819 6.6493 -5.5965
C 0.3304 4.2088 -1.2810
H 1.9377 5.9841 -0.8812
H -5.7831 -7.4542 3.8190
H -0.0434 2.5321 2.9561
C 0.1531 6.3579 1.7552
H -0.3951 6.8732 0.8430
H -3.8088 1.3897 -3.4639
O 1.7671 1.2725 1.5925
H -4.2539 -4.6092 0.0425
H -4.1797 4.3191 -5.3834
N -6.6934 2.9403 -1.9975
H -1.1301 2.7930 -1.2808
C 9.1207 -7.5414 5.5387
C -8.1641 2.9892 -1.5695
O -3.8697 -6.8289 5.3063
C 1.0329 0.8591 -2.8885
H 6.5292 -2.0082 2.2004
H -1.1685 5.9761 -3.8296
C -4.6474 1.3638 -2.6212
C 7.4707 -5.7979 5.2137
H -1.8093 4.6574 -6.4953
C 9.3571 -5.9776 3.7103
O 2.6994 3.6093 1.3558
C -1.3913 -5.5685 5.5906
C -6.8832 4.7792 -0.0397
O 5.5894 -5.5522 6.5982
H 5.1757 6.5455 0.9323
H -2.7396 6.3267 -6.4993
H -8.9950 2.2955 -2.0635
N 2.4795 5.0749 -0.7689
H 3.8829 -3.8234 5.9947
C -2.1646 -5.4747 4.4259
H -3.0347 -2.7862 -4.3579
H -0.0675 5.3136 -1.4579
H 4.3611 -0.9775 2.8094
C 7.9462 -6.9006 5.9358
C -0.9787 6.2586 -4.9515
H 2.5471 2.2099 -4.1452
H 2.3715 2.2141 -0.8433
H 0.2580 1.3020 -3.6454
C -0.4575 -4.0929 3.4120
C -2.5243 -4.5979 2.1213
C -8.3585 4.1194 -0.3670
C -5.9748 3.9500 -1.1240
H 0.3533 5.3057 -6.5369
C 0.3181 -4.1996 4.5684
C 2.7265 2.7783 -1.8337
H -6.8240 1.2711 -3.4507
C 7.7053 -4.1498 3.3595
H 9.4862 -8.3999 6.0981
H 0.1749 -2.0109 -1.4304
O 4.9463 5.5929 0.6957
H -4.8203 4.0891 -1.2932
C 5.9544 -2.4118 3.0321
O -0.6966 3.4037 -1.9545
C -3.3142 4.8819 -4.7946
C 0.5087 5.7821 -5.4533
C -0.8301 -2.5247 -3.5229
C 1.5768 5.8506 1.6170
Br 4.2607 7.8574 -1.4942
H 3.0959 5.3686 -3.5693
O 8.3532 -3.7100 2.4177
H -0.0846 -3.5177 2.5661
C 4.4689 -3.4303 5.1655
O 0.7875 3.1058 3.1044
C -4.9895 -0.2146 -2.2734
C -1.7046 -4.7277 3.3425
H 7.4017 -7.2654 6.8051
H 1.2564 -0.9449 -4.2998
H 3.8886 2.8854 -1.7365
C -4.2463 -6.1078 3.1038
H -2.4890 -0.9851 -3.8643
H -0.4522 6.2983 2.7748
H -6.5686 5.6055 0.7533
H 2.0184 4.0941 -5.2009
H -5.9536 -0.2086 -1.5871
H 3.0282 -1.8986 4.6920
C -3.4579 -6.1826 4.3499
H -3.8418 5.7490 -4.1883
C -3.7065 -0.8375 -1.4613
H -5.2010 -0.8264 -3.2532
C -3.1419 -2.2608 -2.0496
H 1.2884 -3.7102 4.6184
H 0.6245 1.0185 -1.7900
C 5.6973 -4.0120 4.8292
C 4.7329 -1.8297 3.3741
H -6.3745 -5.8763 -0.1350
H 3.3056 0.9171 -3.0073
C 1.9811 5.1677 -3.1913
H -5.8522 2.8042 -4.0067
H 0.4038 3.7542 -4.2920
C 2.4431 1.7408 -3.0701
C -0.1519 -4.9305 5.6592
H 2.2192 -1.1886 -2.6100
C 9.8217 -7.0853 4.4227
C 1.1746 4.6026 -4.5263
O 0.6413 3.9722 0.1450
C 3.9862 -2.3443 4.4336
C -4.5822 -5.2312 0.8734
H -2.8521 4.0967 -4.0427
C -5.4424 -6.8277 2.9963
H 10.7320 -7.5907 4.1075
H 1.5342 6.2592 -3.0051
H -0.8691 -0.6510 -2.2238
H 2.3627 6.3685 2.3173
P 4.1645 5.6291 -0.8996
C -5.7774 -5.9445 0.7717
H -2.3401 -2.7044 -1.2941
C 6.4322 -3.5130 3.7544
H 9.9121 -5.6258 2.8420
H -2.8694 0.0037 -1.3659
C 1.2610 -0.7566 -3.1416
H -4.1653 1.8776 -1.6703
C 1.9370 4.5954 0.5751
H -4.0474 -3.0088 -2.1264
O -2.1410 -3.9048 1.1869
H -0.7099 -3.6360 -3.1139
H -9.3684 4.4398 0.1758
C -3.8089 -5.3223 2.0380
B 1.7455 2.6970 2.0590
C -0.0793 -1.5020 -2.4775
C -6.2026 -6.7495 1.8282
H 0.8366 1.1529 1.1882
C -6.0445 2.0890 -3.0859
C -2.4542 -2.1336 -3.5580
H -1.7496 -6.1414 6.4443
H -7.1277 -7.3154 1.7440
H -4.0773 -1.0480 -0.3561
C -2.1976 5.5354 -5.8184
C 6.2085 -5.1490 5.6202
C 1.8907 4.1842 -1.8840
C 8.1814 -5.3288 4.1100
H -1.0595 7.4132 -5.1762
*
```

Atomic partial charges in e from the Löwdin method, atoms 1 to 99:
1. H 0.111
2. H 0.105
3. H 0.116
4. C -0.198
5. H 0.128
6. H 0.124
7. H 0.146
8. C 0.054
9. H 0.085
10. H 0.115
11. O 0.052
12. H 0.106
13. H 0.079
14. N -0.167
15. H 0.137
16. C -0.053
17. C -0.056
18. O 0.104
19. C -0.205
20. H 0.121
21. H 0.096
22. C -0.201
23. C -0.087
24. H 0.106
25. C 0.008
26. O 0.087
27. C 0.013
28. C -0.074
29. O 0.099
30. H 0.061
31. H 0.114
32. H 0.106
33. N -0.220
34. H 0.120
35. C -0.083
36. H 0.114
37. H 0.178
38. H 0.101
39. C 0.009
40. C -0.202
41. H 0.106
42. H 0.129
43. H 0.112
44. C 0.005
45. C -0.277
46. C -0.089
47. C -0.103
48. H 0.121
49. C -0.053
50. C -0.096
51. H 0.138
52. C -0.278
53. H 0.110
54. H 0.125
55. O -0.344
56. H 0.084
57. C 0.006
58. O -0.021
59. C -0.162
60. C -0.209
61. C -0.209
62. C -0.022
63. Br 0.299
64. H 0.127
65. O 0.097
66. H 0.117
67. C 0.003
68. O 0.095
69. C -0.209
70. C -0.086
71. H 0.123
72. H 0.113
73. H 0.121
74. C -0.084
75. H 0.105
76. H 0.107
77. H 0.085
78. H 0.117
79. H 0.125
80. H 0.100
81. C -0.276
82. H 0.087
83. C -0.223
84. H 0.121
85. C -0.209
86. H 0.085
87. H 0.097
88. C -0.082
89. C -0.059
90. H 0.108
91. H 0.124
92. C -0.135
93. H 0.117
94. H 0.111
95. C -0.164
96. C -0.049
97. H 0.118
98. C -0.053
99. C -0.191

=====

Computed, not measured: a cluster of 2 separate species, C2H4N2O2 in total, with ωB97M-V/def2-TZVPD.

Results
LUMO level (eV): 0.7
SMILES string: N=C=O.NC=O
Energy relative to the best compared isomer or geometry (same formula, charge and spin) (kcal per mole): 29.8

```
! wB97M-V def2-TZVPD RIJCOSX def2/J DEFGRID3
* xyz 0 1
H 0.2620 -0.3260 -1.0311
C 1.6162 0.0170 0.6410
N 1.9094 -1.1455 0.6942
C -0.8439 -0.2982 -0.6059
H -0.8017 1.7542 -0.4520
N -1.3632 0.9208 -0.3325
O 1.6328 1.1946 0.6192
H 1.1005 -1.7295 0.4536
O -1.3288 -1.3563 -0.2447
H -2.1833 0.9690 0.2583
*
```

How positive or negative is each atom? The Löwdin charges in e answer that:
1. H 0.142
2. C -0.458
3. N 0.192
4. C -0.445
5. H 0.099
6. N 0.131
7. O 0.137
8. H 0.088
9. O -0.001
10. H 0.115

=====

Computed, not measured: a structure of composition C39H41FeN9OS2, with ωB97M-V/def2-TZVPD.

Results
LUMO level (spin up / spin down) (eV): -3.2 / -3.5

```
! wB97M-V def2-TZVPD RIJCOSX def2/J DEFGRID3
* xyz 1 2
H -3.4527 -3.5341 0.5490
C 1.4079 -0.0198 -4.6647
S 1.5752 -4.5026 1.2115
H 3.6158 2.9647 0.3728
H -1.7893 -0.5534 -5.6430
H -1.9643 1.5184 3.4820
H -0.1450 3.4163 -1.3479
C 2.2767 -0.2276 -2.2717
H -3.6671 -7.1098 3.6320
H 3.4135 2.8333 -1.3882
H 3.0667 0.8726 1.8655
N -0.2886 -1.0652 0.9912
C -2.0489 1.8073 2.4454
H -1.3933 -3.5081 3.2036
H -3.5656 -4.6423 3.5148
H 2.3724 0.2606 -5.0594
H 5.6080 -0.1396 -1.7914
H 3.3880 5.0815 1.4476
N 3.3386 4.7760 -0.6246
C -2.8069 -2.6657 0.4259
N 0.3544 -2.1856 1.5376
H 2.7566 6.3489 -1.8769
N 0.0309 -0.5980 -2.8478
H 1.3765 0.8883 1.3677
C 0.6899 5.7096 -0.3974
C 3.0617 3.3476 -0.4887
H -5.1156 -2.5599 -0.8810
H 1.1290 -3.6752 3.4301
C 2.2823 0.2894 1.3843
H 2.9277 4.7768 -2.6780
C -0.7295 -0.5314 3.3320
H 3.9244 -0.2149 -3.6329
C -0.8101 -0.2500 1.8566
H -0.2288 0.2961 3.8370
C 3.6138 -0.1840 -2.5999
H -1.7341 -0.6070 3.7504
C 4.0875 -0.0245 -0.2862
N 1.4071 5.2253 0.7867
H 0.4136 0.0985 -6.5566
C -0.3298 -6.7113 3.2332
N 1.6338 3.0588 -0.3063
C 1.1801 3.7851 0.8915
C 2.7172 -0.0220 -0.0147
H 1.7200 3.4027 1.7621
H -5.5473 -1.7493 -3.1933
H 1.8700 -5.2736 3.3729
O -1.0688 0.7931 -0.9289
C -2.7219 2.9682 2.1549
N -2.0285 -1.5397 -1.6285
H 0.5800 -7.2968 3.1668
C -2.6583 -5.2263 3.4203
C -1.0385 -0.7089 -3.6311
C -2.3208 2.5844 -0.1792
C -2.7171 -6.6110 3.4921
H -0.3779 5.5245 -0.2632
H -2.4300 2.8577 -1.2211
C -1.4768 0.9882 1.4482
H 2.1187 -0.6150 1.9716
C -0.2601 -5.3241 3.1488
C -4.3210 -2.1385 -1.4810
C -3.4852 -1.2220 -3.5050
H 0.1123 3.6041 1.0335
H -3.0615 -1.9439 1.2054
C 1.0743 -4.6540 2.9577
H 3.0213 6.5230 0.4841
C 0.3049 -0.1066 -5.5004
H -3.4228 4.2462 0.5678
C -0.9345 -0.4618 -4.9905
N 1.8250 -0.2260 -0.9933
H 1.2684 3.0925 -2.3677
C 2.8392 5.4516 0.5791
C -3.0370 -2.0744 -0.9335
C -1.4390 -4.5869 3.2480
C -1.5875 1.4147 0.1037
C 0.9205 3.6078 -1.4667
Fe -0.1768 -0.8257 -0.9574
C -4.5567 -1.6987 -2.7623
C 2.5763 5.2778 -1.7731
C -2.2474 -1.1553 -2.9077
C -2.8717 3.3489 0.8197
H -3.6192 -0.9026 -4.5276
N 1.1372 5.0451 -1.6276
H -3.1415 3.5674 2.9505
C 0.7519 -3.0562 0.6824
H 0.8506 6.7843 -0.4963
H -1.5833 -8.4315 3.4682
C 1.2328 -0.2824 -3.3155
H -1.7807 -2.9916 0.5581
S 0.5427 -2.9623 -1.0354
H 4.7742 0.0888 0.5413
H -0.1883 -1.4440 3.5335
C 4.5481 -0.1326 -1.5763
C -1.5481 -7.3521 3.4008
*
```

How positive or negative is each atom? The Löwdin charges in e answer that:
1. H 0.094
2. C 0.031
3. S 0.933
4. H 0.119
5. H 0.119
6. H 0.102
7. H 0.099
8. C -0.190
9. H 0.105
10. H 0.119
11. H 0.091
12. N -0.052
13. C -0.037
14. H 0.088
15. H 0.103
16. H 0.119
17. H 0.125
18. H 0.126
19. N -0.083
20. C -0.008
21. N -0.062
22. H 0.127
23. N 0.048
24. H 0.064
25. C -0.163
26. C -0.188
27. H 0.126
28. H 0.073
29. C -0.010
30. H 0.124
31. C -0.011
32. H 0.117
33. C -0.252
34. H 0.099
35. C 0.011
36. H 0.099
37. C -0.004
38. N -0.081
39. H 0.124
40. C -0.045
41. N -0.076
42. C -0.171
43. C -0.262
44. H 0.123
45. H 0.123
46. H 0.078
47. O -0.130
48. C -0.079
49. N 0.084
50. H 0.116
51. C -0.084
52. C -0.152
53. C -0.032
54. C -0.084
55. H 0.123
56. H 0.120
57. C -0.102
58. H 0.085
59. C -0.289
60. C 0.007
61. C 0.016
62. H 0.111
63. H 0.099
64. C -0.404
65. H 0.127
66. C -0.007
67. H 0.113
68. C 0.033
69. N 0.106
70. H 0.123
71. C -0.169
72. C -0.246
73. C -0.054
74. C -0.318
75. C -0.173
76. Fe 0.456
77. C -0.015
78. C -0.172
79. C -0.167
80. C -0.069
81. H 0.116
82. N -0.082
83. H 0.107
84. C -1.072
85. H 0.127
86. H 0.107
87. C -0.167
88. H 0.037
89. S 0.748
90. H 0.128
91. H 0.056
92. C -0.015
93. C -0.073

=====

Computed, not measured: a cluster of 8 separate species, C19H25N7O5S in total, with ωB97M-V/def2-TZVPD.

Results
LUMO level (eV): -0.5
SMILES string: O=C1OC(=O)C(COO)=C1S.CC#N.CC#N.CC#N.CC#N.CC#N.CC#N.CC#N

```
! wB97M-V def2-TZVPD RIJCOSX def2/J DEFGRID3
* xyz 0 1
H -0.3136 -3.2706 -6.8311
H -0.6958 -2.6033 -5.2527
C 3.4097 4.6607 2.7184
C -1.8818 0.8705 0.9442
O -2.2643 -1.2726 1.6102
H -5.1937 -5.4443 1.1014
H 1.3312 -4.5373 -1.5675
C 2.9798 3.9770 3.9272
N 4.7931 1.3760 4.0523
N -3.4513 -2.8874 -6.7794
C 0.3720 -0.0885 0.5074
N -6.5229 -1.0076 -0.2284
C -0.4691 0.5363 1.3079
H -5.3256 -3.8011 1.7166
H -6.2484 1.7305 -1.7851
H 2.8768 -3.6973 -1.5876
H -5.3554 -4.0925 -0.0147
H -4.8552 1.6403 -0.7162
H 7.7643 2.2129 3.3747
H 2.7480 2.9327 3.7277
H 1.5330 -0.3478 -1.5519
C 1.5284 -3.0969 -3.0872
O 1.9271 -1.6725 1.2991
C 1.5028 3.6404 -0.0664
N 1.0778 -2.2812 -3.7549
H 6.7453 3.5577 2.8689
O 0.2903 1.9212 3.0392
H 1.9102 4.6133 -0.3332
H -4.8528 0.7657 -2.2382
N 3.7585 5.1909 1.7624
H 3.7587 4.0004 4.6862
H 1.6699 3.4952 0.9978
H -2.4086 1.1960 1.8381
C -3.4553 -4.2785 0.8786
O -2.5083 -0.3551 0.5641
O 1.3324 -0.0553 2.7078
H 2.5285 -4.9267 -2.8007
H 6.9111 2.1427 1.8365
N -2.3137 -4.1731 0.8456
C -6.0604 -0.0921 -0.7379
C 0.2968 0.8506 2.5369
C 0.0898 3.5501 -0.3881
H -2.1766 -2.1482 1.1914
N -1.0264 3.4444 -0.6245
C 5.6943 1.8565 3.5314
C 6.8348 2.4723 2.8710
H 2.0762 2.8826 -0.5992
C -2.3349 -2.7281 -6.5741
S 0.2522 -0.5040 -1.1693
C 2.0945 -4.1150 -2.2191
H 2.0890 4.4396 4.3501
C -4.9007 -4.4110 0.9215
C -5.4783 1.0651 -1.3989
C -0.9177 -2.5274 -6.3127
H -2.0023 1.5440 0.1119
H -0.5906 -1.5446 -6.6471
C 1.4272 -0.6058 1.4394
*
```

How positive or negative is each atom? The Löwdin charges in e answer that:
1. H 0.082
2. H 0.030
3. C -0.284
4. C -0.130
5. O -0.032
6. H 0.084
7. H 0.090
8. C -0.081
9. N 0.150
10. N 0.117
11. C -0.486
12. N 0.126
13. C -0.141
14. H 0.088
15. H 0.082
16. H 0.087
17. H 0.082
18. H 0.076
19. H 0.083
20. H 0.048
21. H -0.097
22. C -0.274
23. O 0.163
24. C -0.064
25. N 0.133
26. H 0.080
27. O 0.174
28. H 0.077
29. H 0.086
30. N 0.135
31. H 0.078
32. H 0.052
33. H 0.137
34. C -0.246
35. O -0.163
36. O 0.154
37. H 0.084
38. H 0.084
39. N 0.143
40. C -0.279
41. C -0.384
42. C -0.251
43. H 0.044
44. N 0.151
45. C -0.271
46. C -0.065
47. H 0.086
48. C -0.288
49. S 0.888
50. C -0.053
51. H 0.088
52. C -0.056
53. C -0.067
54. C -0.090
55. H 0.087
56. H 0.083
57. C -0.432

=====

Computed, not measured: a structure of composition C4HCl4IN2O2, with ωB97M-V/def2-TZVPD.

Results
LUMO level (eV): -1.0
Energy relative to the best compared isomer or geometry (same formula, charge and spin) (kcal per mole): 47.7

```
! wB97M-V def2-TZVPD RIJCOSX def2/J DEFGRID3
* xyz 0 1
H 1.6999 -2.3487 -0.4937
C 0.5346 -0.3943 0.1407
O -2.5558 2.2594 0.8266
C 1.9839 -0.2251 -0.6386
Cl 2.1779 0.9563 -1.9324
Cl 0.3544 -1.7470 -2.2455
C 1.2254 -1.4653 -0.7830
N -2.7544 1.1446 1.1339
Cl 0.7801 -0.8315 1.8548
O -3.6491 0.5540 1.6571
C -0.7576 0.4023 0.0994
Cl -0.9003 1.5035 -1.2551
I 3.5461 -0.0468 0.6998
N -1.6849 0.2387 0.9360
*
```

How positive or negative is each atom? The Löwdin charges in e answer that:
1. H 0.077
2. C -0.734
3. O 0.073
4. C -1.296
5. Cl 0.557
6. Cl 0.693
7. C -0.758
8. N -0.454
9. Cl 0.608
10. O 0.116
11. C -0.662
12. Cl 0.734
13. I 0.947
14. N 0.099

=====

Computed, not measured: a cluster of 2 separate species, C7H15NSi in total, with ωB97M-V/def2-TZVPD.

Results
LUMO level (eV): 0.8
Energy relative to the best compared isomer or geometry (same formula, charge and spin) (kcal per mole): 31.3

```
! wB97M-V def2-TZVPD RIJCOSX def2/J DEFGRID3
* xyz 0 1
H -2.0911 -0.8888 0.5970
H -1.9772 -3.3514 -0.2594
C -1.0432 1.9995 1.4967
H 0.5813 -1.5948 -0.8028
H -0.6934 2.9814 1.2373
C -1.1482 -3.0544 -0.9277
H 2.3461 0.1201 -0.2298
H -1.4627 -3.0745 -1.9800
H -0.4701 -3.9079 -0.8408
H 1.5446 1.4410 -1.1321
H 1.4892 0.6307 3.0030
C -0.5448 -1.7378 -0.4704
H -3.3718 0.1242 -1.8845
N -2.4445 0.1910 -2.3360
C 0.8086 -0.0319 2.5325
H -0.9465 1.9769 2.6728
Si 0.0302 0.6086 0.9227
C -1.5249 0.2408 -3.0350
H 2.0982 1.8994 0.3908
H 0.1835 -0.4309 3.3757
C 1.7095 1.0063 -0.1209
H 1.3569 -0.9140 2.1605
H -2.1450 1.8777 1.2092
C -1.0215 -0.7969 0.3718
*
```

How positive or negative is each atom? The Löwdin charges in e answer that:
1. H 0.066
2. H 0.074
3. C -0.211
4. H 0.120
5. H 0.002
6. C -0.116
7. H 0.017
8. H 0.067
9. H 0.065
10. H 0.018
11. H 0.005
12. C -0.263
13. H 0.105
14. N 0.035
15. C -0.216
16. H 0.069
17. Si 0.499
18. C -0.078
19. H 0.017
20. H 0.047
21. C -0.167
22. H 0.025
23. H 0.045
24. C -0.226